# 1
The following is a quantum chemistry calculation of C27H39BClMoN8Si as an isolated structure in a non-equilibrium geometry, from OMol25.

Structure (XYZ):
```
78
Properties=species:S:1:pos:R:3:mulliken_charge:R:1
Mo -0.9445 -0.3500 0.5329 -0.77
C -1.6074 -3.7753 3.4830 -1.14
C -1.6870 -3.2561 2.1851 -0.31
N -1.5303 -1.9455 2.1472 0.59
N -1.3950 -1.5942 3.4623 -0.22
C -1.4290 -2.6767 4.2752 -0.22
B -1.3246 -0.0463 3.7558 0.09
N 0.1537 0.4204 3.2971 -0.30
C 1.1338 0.8937 4.0613 -0.30
C 2.1088 1.4646 3.2900 -1.30
C 1.6232 1.2270 1.9876 -0.39
N 0.4380 0.6004 2.0115 1.13
N -2.2791 0.8749 2.9805 -0.42
C -3.1015 1.8173 3.4761 -0.26
C -3.3699 2.7211 2.4726 -1.48
C -2.6736 2.2256 1.3962 -0.73
N -2.0344 1.1268 1.6879 0.88
H -1.8004 -4.8140 3.7672 0.42
H -1.8325 -3.8288 1.3202 0.60
H -1.2276 -2.6002 5.3542 0.45
H -1.4161 0.1819 4.9215 -0.12
H 1.0035 0.9371 5.1393 0.49
H 3.0384 2.0528 3.6036 0.38
H 2.0698 1.5375 1.0382 -0.04
H -3.4164 1.8334 4.4939 0.49
H -4.1056 3.5049 2.5030 0.45
H -2.6628 2.5672 0.3989 0.68
N -0.9990 -1.8312 -1.1265 -0.35
C 0.0746 -2.7208 -1.3456 -0.66
C 0.2331 -3.5840 -2.3548 -0.19
C 1.3978 -4.3850 -2.4383 -0.69
C 2.3018 -4.4065 -1.4724 -0.93
C 2.1735 -3.5143 -0.3548 1.04
C 3.1095 -3.4096 0.6545 -1.09
C 2.8447 -2.6146 1.7103 -1.18
C 1.7316 -1.7545 1.6615 -0.18
N 0.8612 -1.7445 0.6666 1.75
C 1.0138 -2.6764 -0.2761 0.00
H -1.8662 -2.2651 -0.8290 0.62
H -1.2189 -1.2213 -1.9444 -0.32
H -0.5261 -3.7449 -3.0964 0.54
H 1.5089 -5.1633 -3.2228 0.35
H 3.1533 -5.0716 -1.4253 0.44
H 3.9427 -4.1158 0.6991 0.44
H 3.4681 -2.5364 2.6278 0.47
H 1.5879 -1.1992 2.6071 0.16
Cl -3.1908 -0.5831 -0.3348 -0.27
C 0.0735 3.2088 -0.2656 -1.38
Si -0.0467 1.5198 -1.1193 1.26
C -1.3897 1.8459 -2.5116 3.21
C -1.8492 0.6164 -3.2874 -2.22
C -2.6125 2.5206 -1.9639 -2.61
C -0.7929 2.9274 -3.4800 -2.22
C 1.7390 1.2110 -1.9101 2.42
C 2.2475 2.5497 -2.4047 -1.94
C 2.8688 0.5487 -1.0774 -1.69
C 1.5835 0.2712 -3.1622 -1.58
H 0.1011 3.9931 -1.0272 0.46
H 1.1009 3.3409 0.1083 0.38
H -0.5649 3.5668 0.5525 0.46
H -2.4605 -0.0315 -2.6423 0.42
H -1.0380 0.1247 -3.8069 0.35
H -2.4791 0.9606 -4.1337 0.55
H -3.2454 1.9282 -1.4286 0.55
H -3.2663 2.8772 -2.8137 0.61
H -2.4291 3.4604 -1.4078 0.44
H -0.1785 2.6191 -4.3224 0.36
H -0.4567 3.8238 -2.9360 0.37
H -1.6797 3.3705 -3.9779 0.59
H 2.5240 3.2237 -1.5832 0.38
H 1.5298 3.0688 -3.0218 0.31
H 3.1944 2.4644 -2.8739 0.55
H 3.0498 1.1299 -0.1490 0.51
H 3.8104 0.5704 -1.6043 0.63
H 2.7007 -0.5128 -0.7934 0.21
H 0.9740 0.8645 -3.8583 0.40
H 1.0734 -0.7411 -2.9316 0.08
H 2.5853 0.1215 -3.6145 0.56
```

Properties
charge: +1
ΔE to the lowest compared entry with this formula, charge and spin: 0.0 kcal/mol
HOMO-LUMO gap (spin up / spin down): 0.2775 / 0.2520 hartree
E_HOMO (spin up / spin down): -10.927 / -10.633 eV
<S²>: 2.0221
multiplicity: 3

=====

# 2
The following is a quantum chemistry calculation of C27H39BeN2O5 as an isolated structure in a non-equilibrium geometry, from OMol25.

Structure (XYZ):
```
74
Properties=species:S:1:pos:R:3:mulliken_charge:R:1
O 2.1627 -0.1997 -0.6508 -0.29
C 1.8064 1.2069 -0.5517 -0.30
C 3.0939 1.5972 -1.2803 -0.05
H 1.7517 1.5703 0.4843 0.24
H 0.8696 1.3870 -1.1009 -0.15
C 3.3100 0.0828 -1.4949 1.54
H 3.7900 1.9905 -0.5424 -0.11
H 2.9977 2.2909 -2.1266 0.26
C 4.4330 -0.5882 -0.7297 -1.66
H 4.4293 -0.2058 0.2993 0.37
H 5.4321 -0.4822 -1.1568 0.39
H 4.1842 -1.6549 -0.6734 0.34
C 3.1057 -0.4077 -2.9138 -1.34
H 2.4615 0.2723 -3.4847 0.34
H 2.6393 -1.4003 -2.9014 0.05
H 4.0625 -0.4852 -3.4452 0.42
Be -2.4977 -1.0275 -0.7556 -0.72
C -2.3116 -1.4019 -2.9642 -0.81
C -2.9704 -0.2455 -2.3604 0.34
C -1.9634 0.7956 -2.2804 -1.30
H -4.0503 -0.0981 -2.2837 0.57
C -0.7621 0.2895 -2.8118 -0.41
C -0.9790 -1.0494 -3.2360 -0.41
H -0.2368 -1.6639 -3.7512 0.34
H -2.8079 -2.3368 -3.2341 0.40
H -2.1437 1.8187 -1.9464 0.43
H 0.1542 0.8515 -2.9846 0.81
C -1.0798 -3.4070 -0.2077 -0.10
C -0.1899 -3.5151 -1.3136 -1.42
C 1.0437 -2.9185 -0.9444 -0.02
H -0.4269 -3.9617 -2.2802 0.42
C 0.9161 -2.4435 0.3919 -0.88
C -0.3882 -2.7544 0.8508 -0.65
H -0.7718 -2.5564 1.8534 0.33
H -2.1003 -3.7954 -0.1704 0.54
H 1.9354 -2.8704 -1.5690 0.67
H 1.6865 -1.9280 0.9632 0.35
O 4.4171 3.4233 0.2080 -0.35
C 5.7036 3.3143 -0.4724 -0.32
C 6.6491 4.4335 0.0040 -0.50
H 5.5164 3.4049 -1.5594 0.26
H 6.1151 2.3000 -0.3005 0.20
C 5.7375 5.3802 0.8178 -0.48
H 7.0892 4.9335 -0.8678 0.28
H 7.4340 4.0095 0.6469 0.26
C 4.4618 4.5494 1.1052 -0.61
H 5.4810 6.2521 0.1940 0.26
H 6.2075 5.7002 1.7566 0.29
H 3.5336 5.1319 0.9872 0.28
H 4.4961 4.1600 2.1386 0.28
C -3.4178 -3.1000 3.1812 -1.14
C -4.6893 -2.4648 2.6634 -1.09
C -4.4851 -1.0454 2.0626 2.91
C -5.8392 -0.4325 1.5670 -0.94
C -6.6273 -1.3449 0.6490 -1.34
C -3.8769 -0.0930 3.1347 -0.37
O -4.3729 0.0499 4.2338 -0.66
N -2.7226 0.6349 2.8265 0.11
C -1.9448 0.5554 1.6672 0.26
O -0.9020 1.1612 1.4934 -0.64
N -2.4837 -0.3058 0.7350 0.60
C -3.5567 -1.0906 0.9245 -0.50
O -3.7117 -1.8791 -0.1191 -0.64
H -2.7782 -3.4505 2.3646 0.22
H -3.6823 -3.9734 3.7882 0.49
H -2.8551 -2.4094 3.8187 0.26
H -5.1497 -3.0995 1.8950 0.41
H -5.4269 -2.3663 3.4748 0.42
H -6.4378 -0.1714 2.4525 0.51
H -5.5978 0.5129 1.0558 0.39
H -7.1503 -2.1178 1.2218 0.29
H -7.3839 -0.7638 0.1153 0.40
H -5.9754 -1.8254 -0.0879 0.35
H -2.3605 1.2710 3.5272 0.29
```

Properties
charge: -1
HOMO-LUMO gap: 0.1853 hartree
E_HOMO: -2.619 eV
multiplicity: 1

=====

# 3
The following is a quantum chemistry calculation of C27H39CrN5O4S3 as an isolated structure in a non-equilibrium geometry, from OMol25.

Structure (XYZ):
```
79
Properties=species:S:1:pos:R:3:mulliken_charge:R:1
Cr 0.1707 -0.1935 0.0880 -0.05
C -3.7914 -1.8208 0.7121 -1.63
C -2.4347 -1.5472 0.1332 1.08
N -1.7372 -0.5117 0.5469 1.24
N -2.3636 0.2335 1.4753 -1.11
C -2.0293 1.3897 1.9026 0.32
S -0.7348 2.4736 1.4819 -0.20
S -3.0620 2.2242 3.0544 -0.12
C -3.8664 0.8696 4.0144 -0.85
C -2.8771 0.2537 4.9441 0.60
C -2.6637 0.8079 6.2023 -0.60
C -1.7042 0.2787 7.0461 -0.57
C -0.9452 -0.8072 6.6402 -0.44
C -1.1609 -1.3721 5.3946 -0.81
C -2.1224 -0.8455 4.5513 0.29
C -1.9571 -2.4216 -0.9092 -0.54
C -2.8672 -3.0987 -1.7393 -0.66
C -2.4445 -3.9554 -2.7267 -0.93
C -1.0839 -4.2204 -2.8818 -0.62
C -0.1668 -3.6006 -2.0742 -0.30
C -0.5573 -2.6604 -1.0921 1.27
O 0.3314 -2.0406 -0.4046 -0.57
H -3.8156 -1.4995 1.7503 0.12
H -4.0163 -2.8811 0.6610 0.54
H -4.5630 -1.2669 0.1752 0.36
H -4.2809 0.1728 3.2913 0.17
H -4.6678 1.3778 4.5492 0.56
H -3.2535 1.6549 6.5225 0.40
H -1.5486 0.7118 8.0233 0.39
H -0.1914 -1.2175 7.2956 0.40
H -0.5814 -2.2260 5.0763 0.43
H -2.2809 -1.2947 3.5826 0.20
H -3.9229 -2.9076 -1.6301 0.49
H -3.1598 -4.4242 -3.3815 0.44
H -0.7549 -4.9091 -3.6450 0.43
H 0.8888 -3.7958 -2.1839 0.50
N 1.6450 3.6404 -2.0562 0.09
C 1.2281 2.2776 -2.4656 2.26
C -0.1052 2.2968 -3.1982 -1.80
C -0.5882 0.8521 -3.3641 0.03
N -0.9604 0.3077 -2.0519 -0.18
C 0.4805 -0.0049 -4.0496 -1.41
C 1.8714 0.1062 -3.4113 0.10
N 1.8525 -0.4769 -2.0818 -0.25
C 2.2858 1.5812 -3.3033 -1.53
H 0.8075 4.1754 -1.8201 0.51
H 2.1639 4.1285 -2.7873 0.43
H 2.2454 3.4889 -1.0911 -0.29
H 1.0991 1.6993 -1.5448 -1.17
H -0.0106 2.7621 -4.1823 0.39
H -0.8459 2.8528 -2.6158 0.66
H -1.4741 0.8601 -4.0229 0.48
H -1.3526 -0.6219 -2.1977 0.00
H -1.7106 0.8867 -1.6764 0.25
H 0.5514 0.3037 -5.0935 0.47
H 0.1584 -1.0465 -4.0297 0.51
H 2.5873 -0.4071 -4.0769 0.38
H 2.7328 -0.3311 -1.5981 0.28
H 1.7038 -1.4790 -2.1293 0.10
H 2.3540 2.0231 -4.3006 0.52
H 3.2626 1.6396 -2.8209 0.36
O 0.8136 -0.5623 1.9972 -0.19
C 2.0244 -0.4353 1.7334 -0.04
O 2.4162 -0.0270 0.6321 -0.53
H 2.7606 -0.6893 2.5215 0.35
O 0.0946 1.7743 0.3523 -0.36
S 2.8214 3.0727 0.5649 -0.01
C 4.3988 4.0124 0.4633 -0.72
C 3.9929 5.4632 0.2811 -0.44
C 2.8776 5.7008 1.2922 -0.83
C 1.9017 4.5326 1.2181 -0.38
H 5.0020 3.6157 -0.3497 0.38
H 4.9264 3.8521 1.4024 0.38
H 3.6444 5.6344 -0.7399 0.21
H 4.8380 6.1246 0.4620 0.38
H 2.3558 6.6362 1.1102 0.35
H 3.3167 5.7511 2.2863 0.31
H 1.0650 4.7207 0.5493 0.27
H 1.4906 4.2664 2.1873 0.45
```

Properties
charge: +1
ΔE to the lowest compared entry with this formula, charge and spin: 5.3 kcal/mol
HOMO-LUMO gap (spin up / spin down): 0.2605 / 0.2830 hartree
E_HOMO (spin up / spin down): -10.207 / -10.241 eV
<S²>: 0.8080
multiplicity: 2